# C27H42N4O2

The molecule C27H42N4O2 (ωB97M-V with the def2-TZVPD basis set, OMol25).

Geometry as XYZ:
```
75
Properties=species:S:1:pos:R:3:forces:R:3
C -3.446482 -3.935390 1.246972 -0.20 0.25 -0.02
H -4.159760 -4.749395 1.352219 -0.06 -0.10 0.03
H -2.575301 -4.304620 0.711755 0.11 -0.07 -0.03
H -3.128873 -3.625050 2.238953 0.09 -0.05 0.14
C -4.082518 -2.774284 0.487042 0.12 -0.02 -0.18
C -4.478964 -3.215084 -0.921399 -0.09 0.12 0.28
H -3.604047 -3.525543 -1.487457 0.11 -0.07 -0.12
H -4.965776 -2.402791 -1.457396 -0.04 0.06 -0.11
H -5.169893 -4.053507 -0.872605 -0.05 -0.11 -0.08
C -3.151313 -1.554219 0.436426 -0.41 0.08 0.08
N -1.761214 -1.888691 0.213989 0.25 -0.05 0.17
C -1.008299 -1.080153 1.031699 -0.53 0.07 0.22
N -1.624657 -0.450596 1.961504 0.62 0.18 0.18
C -3.029713 -0.797005 1.795859 -0.07 -0.16 0.05
H -3.638077 0.110223 1.821095 -0.09 -0.08 -0.04
H -3.346457 -1.433777 2.628119 -0.15 -0.02 -0.06
N 0.288937 -1.062936 0.639650 -0.12 -0.16 -0.17
C 1.343373 -0.897102 1.611685 0.14 0.46 0.17
H 2.185327 -1.538860 1.340991 -0.06 0.02 0.07
H 0.959727 -1.204923 2.591824 0.05 -0.06 -0.02
C 1.830346 0.552005 1.715843 0.35 -0.04 0.11
N 0.704642 1.448674 1.870108 0.03 -0.35 0.05
C 0.685735 2.648139 1.257039 -0.33 0.24 0.39
O 1.620771 3.059069 0.590818 0.36 0.18 -0.31
C -0.551112 3.487970 1.529807 -0.06 -0.01 -0.09
C -1.882561 2.862243 1.106978 0.05 0.26 -0.18
H -2.684294 3.434810 1.582045 -0.03 -0.04 0.04
H -1.942863 1.838472 1.479075 -0.11 -0.04 0.03
C -2.128307 2.864678 -0.405701 -0.16 -0.37 0.35
C -1.198623 1.893890 -1.133435 0.04 0.38 -0.25
C -1.494099 1.858159 -2.630750 -0.05 -0.31 0.11
C -2.946491 1.471775 -2.887644 0.06 0.31 -0.16
C -3.876764 2.455621 -2.187117 -0.10 -0.32 0.12
C -3.586329 2.490745 -0.689985 0.11 0.36 -0.22
H -4.252001 3.208535 -0.204444 -0.02 -0.03 0.10
H -3.790620 1.507365 -0.259063 -0.03 -0.10 0.09
H -4.918691 2.172904 -2.356122 -0.02 0.08 -0.04
H -3.728770 3.452562 -2.608706 -0.04 0.07 -0.04
H -3.149161 1.462205 -3.961114 -0.02 -0.08 0.00
H -3.130204 0.463517 -2.505238 -0.02 -0.10 0.00
H -0.826163 1.149782 -3.128600 0.06 0.05 -0.05
H -1.304417 2.845208 -3.058870 0.06 0.04 -0.07
H -0.162422 2.192787 -0.976896 0.08 -0.09 0.02
H -1.328737 0.897447 -0.705504 0.01 -0.12 0.08
H -1.948881 3.875043 -0.791709 0.01 0.05 -0.02
H -0.576899 3.671968 2.607064 0.03 0.05 0.00
H -0.413522 4.446537 1.025631 0.08 -0.05 0.05
H -0.129461 1.070357 2.301902 -0.18 0.10 -0.03
C 2.804676 0.700365 2.885366 -0.13 -0.02 -0.35
H 3.154842 1.727438 2.936349 0.06 0.09 0.03
H 3.660216 0.044808 2.745456 0.18 -0.09 0.04
H 2.314831 0.449775 3.823708 -0.05 -0.04 0.13
H 2.342177 0.844411 0.793237 -0.18 -0.12 0.25
C 0.431772 -1.877401 -0.561745 0.14 -0.05 -0.37
C 1.223783 -1.169076 -1.669488 -0.02 -0.30 0.17
C 2.682368 -0.985406 -1.355544 -0.05 0.10 -0.13
C 3.239279 0.285806 -1.312597 0.05 -0.21 -0.14
C 4.576936 0.466649 -1.010136 0.18 -0.03 0.05
C 5.386114 -0.629625 -0.743625 -0.31 0.09 -0.07
C 4.843489 -1.909691 -0.805241 0.27 0.08 0.08
C 3.508603 -2.077865 -1.112680 0.02 0.14 -0.01
H 3.105900 -3.079335 -1.169147 -0.04 -0.12 0.01
H 5.484135 -2.755534 -0.612522 0.08 -0.11 0.02
O 6.703377 -0.500218 -0.427703 0.18 0.00 0.04
H 6.943998 0.434187 -0.420802 -0.06 -0.12 0.00
H 4.988750 1.465891 -0.972845 0.05 0.11 0.01
H 2.627332 1.152135 -1.516524 -0.11 0.11 0.04
H 1.120931 -1.770732 -2.577834 -0.06 0.04 -0.07
H 0.770299 -0.193547 -1.848035 -0.11 -0.01 -0.05
H 0.928130 -2.825915 -0.307055 -0.06 0.07 -0.03
C -1.031854 -2.140995 -0.997347 0.00 -0.08 -0.25
H -1.172050 -3.167249 -1.348493 0.07 0.10 -0.06
H -1.328860 -1.452191 -1.803409 0.04 -0.02 0.00
H -3.512424 -0.867764 -0.349475 0.06 -0.04 0.05
H -4.990242 -2.459106 1.014909 0.03 0.02 -0.01
```
Positions in Å, forces in eV/Å.

SMILES: CC(C)[C@H]1CN=C2N(C[C@H](C)NC(=O)CCC3CCCCC3)[C@H](Cc3ccc(O)cc3)CN21
LUMO level (eV): 0.72
Relative energy (zero: lowest compared OMol25 entry of this formula, charge and spin) (eV): 0.000
E (eV): -38738.464
Net charge: 0
Max |F| (eV Å⁻¹): 0.67
Spin multiplicity: 1
Orbital gap (Eh): 0.33338

# C21H30N2O5

The molecule C21H30N2O5 (ωB97M-V with the def2-TZVPD basis set, OMol25).

Geometry as XYZ:
```
58
Properties=species:S:1:pos:R:3:forces:R:3
C -8.580906 -1.184071 -1.019372 -0.01 -0.11 -0.03
O -8.919933 -0.152050 -0.125116 -0.13 0.15 -0.04
C -8.050699 -0.027574 0.974286 0.16 0.07 0.21
C -6.675547 0.546710 0.595388 -0.40 -0.43 0.08
C -5.668797 -0.553360 0.282721 -0.08 0.37 -0.10
O -5.864096 -1.713141 0.590864 -0.16 -0.28 0.18
N -4.539630 -0.180429 -0.374122 0.25 -0.15 -0.23
C -4.083467 1.164846 -0.629540 0.08 0.31 0.17
H -4.866273 1.888833 -0.416551 0.02 -0.06 -0.09
C -2.849224 1.479340 0.220018 0.25 -0.12 -0.26
H -2.492367 2.486708 0.004100 0.02 0.04 0.01
H -3.101936 1.425755 1.279871 -0.03 0.02 0.06
C -1.741145 0.464486 -0.066940 -0.46 -0.16 0.00
C -2.279866 -0.947289 0.185924 0.15 0.22 -0.22
C -3.530538 -1.181845 -0.659312 0.08 -0.36 0.15
H -3.963268 -2.158289 -0.437659 0.10 0.14 -0.14
H -3.278493 -1.131569 -1.725143 -0.02 -0.03 0.01
H -1.525418 -1.698344 -0.049713 0.02 -0.03 0.02
H -2.529986 -1.040057 1.244283 0.01 -0.01 0.04
O -0.660007 0.783219 0.791857 0.13 0.08 0.10
C 0.591482 0.327597 0.524435 0.27 0.01 0.09
C 0.964113 -0.440616 -0.574280 -0.34 0.08 -0.03
C 2.284936 -0.818756 -0.736123 0.27 0.07 0.14
C 3.259910 -0.425461 0.169503 -0.24 -0.19 -0.03
C 2.882466 0.325342 1.279782 -0.03 -0.08 -0.17
C 1.567514 0.693898 1.455498 -0.21 0.01 -0.03
H 1.260998 1.271066 2.313412 -0.04 0.06 0.11
H 3.617503 0.602751 2.020175 0.09 0.07 0.07
C 4.660141 -0.900175 -0.027160 -0.04 0.31 0.08
O 4.908294 -2.092051 -0.163657 -0.03 -0.34 -0.13
N 5.621378 0.041696 -0.041847 0.06 -0.03 -0.08
C 5.405547 1.475582 -0.077730 -0.19 0.54 -0.07
C 6.589369 1.993917 -0.889308 0.01 -0.06 0.16
H 6.800705 3.042494 -0.692271 -0.04 0.05 -0.04
C 7.710343 1.063321 -0.437437 -0.23 -0.05 -0.09
H 8.545925 1.033112 -1.132499 0.07 -0.04 0.05
H 8.080196 1.375315 0.540774 0.06 0.02 0.06
C 7.021815 -0.297792 -0.315189 0.37 -0.42 0.17
C 7.637164 -1.196520 0.773361 0.02 0.20 -0.16
O 7.510661 -2.557225 0.496332 -0.16 -0.54 -0.07
H 6.573555 -2.719490 0.268587 0.26 0.12 0.04
H 8.711763 -0.999469 0.835902 -0.07 0.08 0.02
H 7.180074 -0.941449 1.743724 0.09 0.12 -0.08
H 7.068830 -0.850706 -1.263425 0.02 0.05 0.12
H 6.397882 1.866180 -1.955311 -0.02 0.01 -0.04
H 4.438518 1.713981 -0.523180 0.10 0.02 0.09
H 5.436201 1.889688 0.937231 -0.06 0.06 -0.08
H 2.567819 -1.428632 -1.580946 0.02 -0.08 -0.06
H 0.241493 -0.759840 -1.308385 -0.10 -0.01 -0.04
H -1.429808 0.566824 -1.117581 -0.01 0.00 0.10
H -3.820524 1.243721 -1.692510 -0.08 0.07 0.05
H -6.811691 1.203935 -0.264332 0.04 0.09 0.06
H -6.287103 1.132739 1.430556 0.04 0.10 -0.03
H -7.909240 -1.000074 1.465667 -0.04 0.17 -0.02
H -8.562255 0.654006 1.657642 0.12 -0.06 -0.02
H -9.412261 -1.270684 -1.716980 0.07 -0.04 -0.04
H -7.664116 -0.957271 -1.576284 -0.02 -0.04 -0.03
H -8.437993 -2.132818 -0.492012 0.01 0.01 -0.04
```
Positions in Å, forces in eV/Å.

SMILES: COCCC(=O)N1CCC(Oc2ccc(C(=O)N3CCC[C@H]3CO)cc2)CC1
LUMO level (eV): 0.53
Relative energy (zero: lowest compared OMol25 entry of this formula, charge and spin) (eV): 1.401
E (eV): -35482.116
Net charge: 0
Max |F| (eV Å⁻¹): 0.59
Spin multiplicity: 1
Orbital gap (Eh): 0.34266

# C13H19BrClNO2

The molecule C13H19BrClNO2 (ωB97M-V with the def2-TZVPD basis set, OMol25).

Geometry as XYZ:
```
37
Properties=species:S:1:pos:R:3:forces:R:3
C -7.086294 -2.139595 1.007586 -0.05 -0.08 -0.03
O -6.431170 -0.903740 1.088969 0.20 0.22 0.09
C -6.648019 -0.090042 -0.044666 -0.11 0.24 -0.16
C -5.827197 1.185275 0.101824 0.12 -0.55 0.10
C -4.329101 0.883392 0.011262 -0.24 0.26 0.03
N -4.002047 0.406827 -1.318348 -0.16 0.21 -0.10
H -3.972777 1.176596 -1.977631 -0.02 -0.08 0.02
C -2.847220 -0.441695 -1.466882 0.38 0.07 -0.25
C -1.459015 0.217397 -1.339713 -0.15 -0.14 0.30
H -0.719128 -0.455510 -1.780397 0.02 0.02 -0.02
H -1.439734 1.145354 -1.915315 0.05 0.00 -0.05
C -1.044496 0.512867 0.103118 -0.34 -0.11 -0.21
H -1.563927 1.392412 0.487702 0.01 -0.17 0.02
O 0.325064 0.855125 0.201617 0.18 0.02 0.02
C 1.273179 -0.101517 0.122600 0.29 0.01 0.01
C 1.063544 -1.475753 0.049549 -0.19 0.22 0.03
C 2.132974 -2.354021 -0.002236 0.24 0.04 0.00
C 3.430215 -1.872460 0.015319 -0.28 0.13 0.01
C 3.672190 -0.508071 0.086110 -0.13 -0.08 -0.01
C 2.597596 0.353766 0.137320 -0.16 0.25 0.00
Br 2.883593 2.222109 0.232998 0.17 -0.09 0.00
H 4.679969 -0.124924 0.099983 0.07 0.02 0.00
Cl 4.762317 -2.969393 -0.053369 0.18 -0.16 -0.01
H 1.952440 -3.415526 -0.057536 0.01 -0.10 -0.01
H 0.063326 -1.877250 0.035104 -0.12 -0.01 -0.01
H -1.275827 -0.336814 0.756974 0.00 0.06 0.00
H -2.935460 -1.250827 -0.735557 0.01 -0.08 -0.07
H -2.912377 -0.884961 -2.466196 0.07 -0.10 0.13
H -3.767363 1.785522 0.301009 0.00 -0.14 0.05
H -4.100002 0.090799 0.725855 0.08 0.03 0.04
H -6.043869 1.635252 1.070618 -0.09 0.12 0.01
H -6.113155 1.883364 -0.685802 -0.03 0.09 -0.01
H -6.335065 -0.620114 -0.956047 -0.08 0.04 0.08
H -7.719481 0.150893 -0.130873 0.09 -0.04 0.00
H -6.738437 -2.719273 0.142452 -0.02 0.00 0.04
H -8.173601 -2.011657 0.926284 0.03 -0.03 0.01
H -6.854210 -2.679450 1.923714 -0.06 -0.07 -0.04
```
Positions in Å, forces in eV/Å.

SMILES: COCCCNCCCOc1ccc(Cl)cc1Br
LUMO level (eV): 0.76
Relative energy (zero: lowest compared OMol25 entry of this formula, charge and spin) (eV): 0.763
E (eV): -101938.448
Net charge: 0
Max |F| (eV Å⁻¹): 0.57
Spin multiplicity: 1
Orbital gap (Eh): 0.34180